1.
{
  "formula": "C18H38BaBr2N2O9P2",
  "method": "ωB97M-V/def2-TZVPD",
  "elements": ["Ba", "N", "C", "C", "O", "N", "C", "C", "O", "O", "H", "H", "H", "H", "H", "H", "C", "C", "C", "O", "P", "O", "C", "P", "O", "O", "C", "C", "C", "O", "C", "C", "C", "O", "C", "C", "C", "H", "H", "H", "H", "H", "H", "H", "H", "H", "H", "H", "H", "H", "H", "H", "H", "H", "H", "H", "H", "H", "H", "H", "H", "H", "H", "H", "H", "H", "H", "Br", "C", "Br", "H", "H"],
  "coordinates": [[-0.110, -2.105, 1.206], [1.154, -4.652, 1.811], [0.144, -5.738, 1.778], [-0.931, -5.542, 0.697], [-1.451, -6.550, 0.206], [-1.223, -4.270, 0.459], [-2.247, -4.034, -0.557], [-2.096, -2.522, -0.668], [-2.638, -1.817, 0.220], [-1.127, -2.079, -1.366], [1.845, -4.835, 1.090], [1.664, -4.703, 2.687], [-0.362, -5.754, 2.746], [0.593, -6.721, 1.628], [-3.250, -4.314, -0.225], [-2.025, -4.551, -1.493], [0.885, -1.154, -3.994], [1.669, -1.376, -2.723], [2.979, -2.100, -2.917], [1.975, -0.042, -2.170], [1.737, 0.258, -0.642], [2.153, -0.816, 0.288], [-0.024, 0.605, -0.528], [-0.764, 1.278, 0.955], [-0.542, 0.479, 2.181], [-2.312, 1.420, 0.701], [-2.842, 2.094, -0.480], [-3.416, 1.035, -1.397], [-3.875, 3.086, 0.008], [-0.152, 2.740, 0.964], [-0.240, 3.557, 2.173], [1.004, 3.319, 3.000], [-0.395, 4.989, 1.714], [2.465, 1.630, -0.416], [2.896, 2.552, -1.460], [2.750, 3.938, -0.873], [4.313, 2.211, -1.862], [0.634, -2.119, -4.435], [1.472, -0.577, -4.711], [-0.047, -0.634, -3.779], [1.033, -1.906, -2.011], [3.609, -1.565, -3.630], [2.788, -3.101, -3.306], [3.512, -2.190, -1.970], [-0.597, -0.291, -0.856], [-0.193, 1.360, -1.305], [-2.025, 2.637, -0.966], [-4.194, 0.482, -0.871], [-2.662, 0.310, -1.705], [-3.845, 1.504, -2.284], [-4.670, 2.559, 0.536], [-4.312, 3.618, -0.838], [-3.429, 3.814, 0.686], [-1.129, 3.241, 2.727], [1.889, 3.590, 2.422], [1.077, 2.271, 3.285], [0.973, 3.929, 3.903], [0.475, 5.293, 1.130], [-0.477, 5.648, 2.578], [-1.287, 5.109, 1.099], [2.224, 2.430, -2.313], [3.401, 4.047, -0.004], [1.720, 4.113, -0.562], [3.030, 4.688, -1.614], [4.975, 2.290, -0.999], [4.656, 2.906, -2.630], [4.369, 1.199, -2.261], [-0.439, -2.783, 4.777], [-2.344, -2.691, 4.406], [-3.069, -4.364, 3.822], [-2.481, -1.956, 3.622], [-2.841, -2.376, 5.314]],
  "forces_ev_per_angstrom": [[0.4, -0.1, 0.7], [0.1, -0.1, 0.1], [0.0, 0.0, 0.0], [-0.1, 0.0, 0.2], [0.0, -0.1, 0.0], [-0.1, -0.5, -0.2], [0.0, 0.1, -0.1], [0.2, -0.1, 0.2], [-0.1, 0.1, 0.0], [-0.1, 0.0, -0.3], [0.0, 0.1, 0.0], [0.0, 0.0, 0.0], [0.0, 0.0, 0.0], [0.0, 0.0, 0.0], [0.0, 0.0, 0.1], [0.0, 0.0, 0.0], [0.0, 0.0, 0.0], [0.0, 0.1, 0.0], [0.0, 0.0, 0.0], [0.0, 0.0, 0.0], [0.0, 0.2, 0.0], [-0.1, 0.0, 0.0], [-0.3, 0.4, -0.5], [0.0, 0.1, 0.2], [0.1, -0.1, 0.0], [0.2, 0.2, -0.1], [-0.1, -0.1, 0.1], [0.0, 0.0, 0.0], [0.0, 0.0, 0.0], [0.0, 0.0, 0.1], [0.0, 0.0, 0.0], [0.0, 0.0, 0.0], [0.0, 0.0, 0.0], [0.2, -0.2, 0.1], [-0.1, 0.0, 0.1], [0.0, 0.0, 0.0], [0.0, 0.0, 0.0], [0.0, 0.0, 0.0], [0.0, 0.0, 0.0], [0.0, 0.0, 0.0], [0.0, 0.0, 0.0], [0.0, 0.0, 0.0], [0.0, 0.0, 0.0], [0.0, 0.0, 0.0], [0.1, 0.1, 0.0], [-0.1, -0.1, 0.0], [0.0, 0.0, 0.0], [0.0, 0.0, 0.0], [0.0, 0.0, 0.0], [0.0, 0.0, 0.0], [0.0, 0.0, 0.0], [0.0, 0.0, 0.0], [0.0, 0.0, 0.0], [0.0, 0.0, 0.0], [0.0, 0.0, 0.0], [0.0, 0.0, 0.0], [0.0, 0.0, 0.0], [0.0, 0.0, 0.0], [0.0, 0.0, 0.0], [0.0, 0.0, 0.0], [0.0, 0.0, 0.0], [0.0, 0.0, 0.0], [0.0, 0.0, 0.0], [0.0, 0.0, 0.0], [0.0, 0.0, 0.0], [0.0, 0.0, 0.0], [0.0, 0.0, 0.0], [-0.1, 0.0, 0.0], [0.0, 0.0, -0.1], [0.0, 0.1, 0.0], [0.0, 0.0, 0.0], [0.1, -0.1, 0.1]],
  "total_charge": 0
}

2.
{
  "formula": "C29H29HfN3O6Si",
  "method": "ωB97M-V/def2-TZVPD",
  "elements": ["Hf", "C", "C", "N", "C", "C", "N", "C", "O", "O", "C", "O", "O", "H", "H", "H", "H", "H", "C", "C", "C", "C", "C", "C", "Si", "C", "C", "C", "C", "C", "C", "C", "C", "C", "C", "C", "C", "H", "H", "H", "H", "H", "H", "H", "H", "H", "H", "H", "H", "H", "H", "H", "O", "C", "O", "C", "N", "C", "C", "C", "H", "H", "H", "H", "H", "H", "H", "H", "H"],
  "coordinates": [[1.343, -0.884, -0.794], [-1.320, -2.576, 1.827], [0.171, -2.325, 2.093], [1.091, -1.853, 1.193], [2.295, -1.990, 1.874], [2.119, -2.412, 3.104], [0.800, -2.660, 3.243], [3.031, -2.682, 4.345], [4.201, -2.153, 4.286], [2.563, -3.250, 5.285], [3.490, -1.746, 1.080], [4.627, -1.706, 1.511], [3.142, -1.565, -0.208], [-1.620, -3.403, 2.445], [-1.378, -2.835, 0.814], [-1.832, -1.610, 1.990], [0.408, -3.229, 3.960], [4.337, -1.954, 3.335], [-0.754, 2.784, 4.711], [-1.014, 3.443, 3.469], [-0.588, 2.938, 2.291], [0.110, 1.718, 2.197], [0.286, 1.016, 3.411], [-0.096, 1.523, 4.648], [0.424, 1.177, 0.398], [-0.846, 1.922, -0.766], [-0.477, 2.535, -1.967], [-1.509, 2.891, -2.873], [-2.819, 2.526, -2.644], [-3.208, 2.071, -1.382], [-2.225, 1.794, -0.448], [2.140, 1.629, -0.235], [2.568, 1.304, -1.601], [3.936, 1.202, -2.003], [4.909, 1.458, -1.080], [4.512, 1.690, 0.210], [3.195, 1.813, 0.630], [-1.128, 3.164, 5.674], [-1.554, 4.346, 3.443], [-0.776, 3.542, 1.417], [0.918, 0.074, 3.309], [0.013, 1.088, 5.584], [0.565, 2.766, -2.073], [-1.245, 3.212, -3.865], [-3.594, 2.643, -3.374], [-4.245, 1.836, -1.116], [-2.546, 1.422, 0.550], [1.777, 1.131, -2.379], [4.115, 1.078, -3.062], [5.922, 1.274, -1.401], [5.247, 2.065, 0.945], [2.960, 1.956, 1.651], [-0.698, -1.734, -1.261], [-0.442, -1.489, -2.496], [0.733, -1.288, -2.820], [-1.612, -1.391, -3.518], [-2.692, -0.635, -2.669], [-4.055, -1.323, -2.740], [-3.746, -2.400, -3.858], [-2.248, -2.749, -3.870], [-1.221, -0.716, -4.344], [-2.678, 0.361, -2.923], [-2.322, -0.677, -1.695], [-4.757, -0.612, -3.144], [-4.281, -1.838, -1.797], [-4.043, -1.846, -4.790], [-4.429, -3.312, -3.700], [-1.950, -3.109, -4.864], [-1.999, -3.444, -3.162]],
  "forces_ev_per_angstrom": [[1.4, -0.8, 0.7], [2.2, 1.6, 1.1], [-0.2, 0.0, -1.0], [-1.5, -1.5, 2.1], [0.4, 1.2, -2.3], [1.2, -1.4, 3.3], [-1.1, 0.4, -1.7], [-2.0, -0.2, -0.2], [1.0, 0.3, -0.8], [-0.3, -0.1, -0.1], [1.5, 0.5, -0.6], [-1.3, -0.1, -0.3], [0.2, 0.2, 0.4], [-0.6, 0.0, 0.4], [-0.4, -0.4, -1.4], [-0.2, -0.7, 0.2], [-0.3, -0.1, 0.9], [1.0, 0.4, 0.0], [-0.1, -0.8, -1.7], [0.2, -0.7, 2.8], [0.7, -0.6, -1.1], [-0.8, 0.0, 0.1], [1.7, -1.3, -1.0], [-1.2, 2.6, -1.3], [-0.4, 1.4, 1.2], [-0.6, 0.3, 0.4], [-1.7, 0.1, 0.5], [1.2, -1.2, -0.5], [-0.6, 0.3, 0.8], [0.1, -0.4, 0.5], [0.2, -0.6, 0.5], [0.4, -0.9, -2.4], [-0.7, -0.6, 0.4], [-2.6, 0.6, -0.2], [0.2, -1.2, -0.6], [1.0, 2.0, 1.9], [0.4, -0.7, -0.4], [0.3, -0.1, -0.6], [-0.5, 1.1, 0.2], [-0.1, -0.1, -0.3], [-1.1, 1.1, 0.6], [0.7, -1.4, 1.2], [0.1, 0.2, -0.7], [0.1, 0.6, -0.1], [-0.1, 0.4, -0.5], [0.3, 0.4, -0.3], [0.4, 0.3, -0.7], [0.7, 0.4, 0.4], [0.3, -0.3, 0.0], [0.3, 0.5, 0.4], [-0.1, -0.9, -0.4], [0.1, 0.5, 1.0], [0.1, 0.3, -0.6], [-2.0, -0.8, 0.3], [1.4, 0.5, -1.1], [0.8, 1.1, 0.9], [1.0, -0.6, 0.3], [1.9, -1.6, -1.4], [-2.1, -0.1, -0.1], [-1.1, 2.6, -1.9], [-0.9, -1.0, 0.8], [-0.3, 0.0, 0.1], [-0.5, 0.2, -0.5], [-0.5, 0.1, 0.6], [-0.1, 0.8, -0.1], [0.4, -1.1, 0.5], [1.1, 1.4, -0.5], [0.0, 0.2, 0.4], [0.6, -1.9, 1.8]],
  "total_charge": 2
}

3.
{
  "formula": "C8H32N16O8",
  "method": "ωB97M-V/def2-TZVPD",
  "elements": ["C", "O", "N", "N", "H", "H", "H", "H", "C", "O", "N", "N", "H", "H", "H", "H", "C", "O", "N", "N", "H", "H", "H", "H", "C", "O", "N", "N", "H", "H", "H", "H", "C", "O", "N", "N", "H", "H", "H", "H", "C", "O", "N", "N", "H", "H", "H", "H", "C", "O", "N", "N", "H", "H", "H", "H", "C", "O", "N", "N", "H", "H", "H", "H"],
  "coordinates": [[12.368, -3.154, 16.853], [12.507, -2.530, 17.897], [12.557, -2.634, 15.603], [12.095, -4.499, 16.869], [12.700, -1.645, 15.526], [12.222, -3.134, 14.801], [12.152, -5.019, 16.015], [11.984, -4.913, 17.774], [14.307, 5.032, 20.843], [13.568, 4.864, 21.790], [15.610, 4.605, 20.788], [13.936, 5.740, 19.721], [16.243, 4.862, 20.054], [15.973, 4.055, 21.546], [14.578, 5.903, 18.966], [12.995, 6.025, 19.524], [14.100, 0.609, 13.219], [14.438, -0.093, 14.163], [13.691, 1.900, 13.410], [14.084, 0.146, 11.937], [13.008, 2.358, 12.837], [13.810, 2.247, 14.339], [14.434, -0.793, 11.871], [13.858, 0.768, 11.187], [11.480, 4.332, 15.399], [12.019, 3.267, 15.121], [10.363, 4.421, 16.178], [11.940, 5.519, 14.883], [10.321, 3.637, 16.810], [9.768, 5.212, 16.330], [12.662, 5.434, 14.193], [11.581, 6.400, 15.199], [17.201, -0.786, 21.877], [16.962, -1.803, 22.503], [16.266, -0.101, 21.152], [18.434, -0.191, 21.968], [15.274, -0.151, 21.299], [16.640, 0.662, 20.616], [18.635, 0.595, 21.378], [19.164, -0.716, 22.408], [15.944, -2.460, 17.397], [16.248, -3.378, 16.642], [15.639, -2.687, 18.726], [15.902, -1.161, 16.976], [14.852, -2.125, 19.026], [15.619, -3.671, 18.931], [15.328, -0.486, 17.456], [16.199, -1.045, 16.024], [12.872, 0.861, 22.876], [13.162, 0.306, 23.920], [12.628, 0.193, 21.707], [12.845, 2.230, 22.764], [12.316, 0.534, 20.818], [12.746, -0.804, 21.784], [12.776, 2.709, 21.888], [13.150, 2.713, 23.588], [13.767, 1.137, 18.181], [14.031, 0.175, 18.885], [13.965, 2.440, 18.570], [13.278, 0.996, 16.917], [14.429, 2.507, 19.460], [13.560, 3.241, 18.128], [13.072, 0.044, 16.681], [13.266, 1.768, 16.278]],
  "forces_ev_per_angstrom": [[0.5, -0.5, 0.6], [-0.2, 0.3, -0.5], [-0.2, 0.0, 0.2], [-0.2, 0.7, -0.3], [0.2, 0.0, -0.2], [0.1, 0.1, -0.1], [0.0, -0.4, 0.2], [0.1, -0.3, -0.1], [0.1, 0.8, -0.2], [0.0, -0.3, -0.2], [0.0, -0.4, 0.2], [0.2, 0.1, -0.7], [-0.1, 0.0, -0.1], [-0.1, 0.1, 0.1], [0.1, -0.1, 0.1], [-0.1, -0.1, 0.6], [-0.4, 0.0, 0.3], [0.3, 0.0, -0.1], [0.6, 0.0, -0.4], [-0.1, 0.2, 0.9], [0.0, -0.1, 0.0], [-0.3, 0.1, 0.1], [-0.1, 0.0, -0.6], [0.2, -0.3, -0.4], [-0.1, 1.1, -0.8], [0.0, 0.2, 0.6], [0.6, -1.1, 0.5], [-0.2, -0.7, 0.2], [-0.6, 0.1, 0.0], [0.3, 0.2, -0.1], [0.1, 0.3, 0.0], [0.1, 0.1, -0.2], [-0.7, -0.7, 1.3], [-0.1, 0.0, -0.2], [1.0, 0.6, -0.4], [-0.2, 0.5, -0.5], [0.0, -0.4, 0.0], [-0.5, 0.1, -0.1], [0.4, -0.1, 0.1], [0.1, -0.1, -0.1], [-0.2, -0.8, -0.2], [0.5, 0.2, 0.1], [0.0, 0.6, -0.5], [0.3, -0.3, 0.1], [0.1, -0.2, 0.4], [-0.3, 0.0, 0.1], [0.2, -0.1, 0.0], [-0.5, 0.2, -0.1], [0.3, 0.8, -0.4], [-0.2, -0.1, -0.2], [0.1, -1.1, 0.4], [-0.2, -0.5, 0.4], [0.1, 0.4, 0.1], [-0.1, 0.0, -0.1], [0.1, 0.2, 0.1], [0.0, 0.3, -0.2], [-0.5, 0.4, -1.1], [0.2, 0.3, 0.4], [0.5, -0.6, 0.7], [0.1, -0.1, 1.0], [-0.1, 0.5, 0.0], [0.0, 0.0, 0.0], [0.0, 0.1, -0.5], [-0.3, -0.2, -0.2]],
  "smiles": "NC(N)=O.NC(N)=O.NC(N)=O.NC(N)=O.NC(N)=O.NC(N)=O.NC(N)=O.NC(N)=O",
  "total_charge": 0
}

Which calculated total energy belongs to each record? In order, -7351.9170, -2075.3065, -1802.3590 Ha.
Which relative energy (zero: lowest compared OMol25 entry of this formula, charge and spin) belongs to each record? In order, 0.0, 2.6, 43.6 kcal/mol.
Which maximum force belongs to each record? In order, 0.8, 3.8, 1.6 eV/Å.